(1)
A molecular structure, C33H34AsBN4O2P2RuS6. Source: OMol25; level of theory: wB97M-V/def2-TZVPD.

XYZ file:
```
84
Properties=species:S:1:pos:R:3
Ru 0.265 -0.419 0.154
C -2.667 -0.573 2.347
N -1.824 0.501 2.856
C -2.262 1.729 3.288
C -1.165 2.405 3.704
N -0.068 1.599 3.524
B 1.364 2.024 3.964
N 2.465 1.675 2.904
C 3.748 1.396 3.315
C 4.528 1.262 2.221
N 3.707 1.449 1.131
C 4.155 1.477 -0.247
C 2.444 1.684 1.565
S 1.099 1.925 0.518
C -0.479 0.441 2.990
S 0.479 -0.896 2.451
H -3.681 -0.398 2.704
H -2.291 -1.525 2.712
H -2.661 -0.591 1.260
H -3.301 2.006 3.253
H -1.066 3.395 4.110
H 1.676 1.441 4.977
H 1.331 3.225 4.129
H 3.986 1.302 4.359
H 5.572 1.030 2.113
H 4.937 0.733 -0.380
H 4.535 2.469 -0.501
H 3.321 1.218 -0.891
S -0.984 -2.368 -0.240
As 0.526 -4.061 -0.384
S 1.981 -2.743 -1.760
S 2.213 -1.322 -0.296
S -0.413 -5.409 -1.732
O -2.726 0.941 -0.449
P -2.973 1.632 -1.737
C -2.454 0.721 -3.231
P -0.666 0.374 -3.263
O -0.278 0.077 -1.868
C -0.413 -0.984 -4.403
C -0.010 -0.816 -5.729
C 0.138 -1.923 -6.547
C -0.110 -3.195 -6.043
C -0.499 -3.365 -4.724
C -0.651 -2.261 -3.896
C 0.110 1.872 -3.897
C -0.295 2.510 -5.069
C 0.311 3.692 -5.461
C 1.312 4.251 -4.675
C 1.700 3.632 -3.497
C 1.102 2.441 -3.106
C -4.748 1.868 -2.027
C -5.314 3.026 -2.550
C -6.687 3.105 -2.742
C -7.498 2.029 -2.412
C -6.939 0.874 -1.880
C -5.570 0.794 -1.685
C -2.166 3.239 -1.830
C -2.023 3.967 -3.012
C -1.328 5.164 -3.010
C -0.767 5.637 -1.828
C -0.899 4.912 -0.654
C -1.600 3.715 -0.652
H -2.802 1.232 -4.133
H -2.956 -0.252 -3.179
H 0.222 0.166 -6.120
H 0.462 -1.794 -7.573
H 0.021 -4.060 -6.681
H -0.655 -4.348 -4.295
H -0.931 -2.402 -2.855
H -1.097 2.098 -5.672
H -0.002 4.183 -6.374
H 1.779 5.180 -4.978
H 2.461 4.078 -2.869
H 1.373 1.966 -2.170
H -4.689 3.876 -2.791
H -7.122 4.011 -3.143
H -8.568 2.093 -2.561
H -7.571 0.037 -1.612
H -5.128 -0.095 -1.250
H -2.431 3.590 -3.943
H -1.203 5.717 -3.932
H -0.209 6.564 -1.832
H -0.431 5.257 0.258
H -1.679 3.122 0.251
```

Multiplicity: 2
Net charge: -1
Expectation value of S²: 0.76
Frontier orbital gap (alpha / beta) in eV: 5.4 / 5.4
Relative energy (zero: lowest compared OMol25 entry of this formula, charge and spin) in kcal/mol: 0.29
DFT total energy in eV: -192523.9473

---

(2)
A molecular structure, C33H34AsCuN3PS. Source: OMol25; level of theory: wB97M-V/def2-TZVPD.

XYZ file:
```
74
Properties=species:S:1:pos:R:3
Cu 0.520 0.642 0.049
N 1.276 4.269 -5.083
C 1.117 4.730 -3.833
S 0.659 6.269 -3.512
C 1.397 3.722 -2.744
C 2.078 2.530 -2.984
C 2.246 1.627 -1.954
N 1.810 1.859 -0.710
C 1.203 3.030 -0.467
C 0.965 3.973 -1.451
H 1.063 4.892 -5.844
H 1.396 3.293 -5.288
H 2.495 2.270 -3.947
H 2.736 0.677 -2.121
H 0.908 3.217 0.557
H 0.437 4.888 -1.224
C 1.860 -3.201 3.917
As 1.673 -2.076 2.315
C 1.498 -0.364 3.247
C 3.617 -1.979 1.847
C 4.481 -1.211 2.789
C 5.049 -1.817 3.909
C 5.805 -1.084 4.813
C 6.013 0.274 4.613
C 5.462 0.887 3.497
C 4.706 0.152 2.597
H 2.239 -4.181 3.625
H 0.871 -3.333 4.356
H 2.523 -2.761 4.662
H 2.168 -0.304 4.105
H 0.458 -0.269 3.558
H 1.720 0.455 2.562
H 3.652 -1.543 0.847
H 3.945 -3.017 1.764
H 4.902 -2.878 4.069
H 6.237 -1.577 5.674
H 6.604 0.846 5.316
H 5.622 1.945 3.325
H 4.275 0.641 1.730
N -0.895 -0.359 0.625
P -2.073 -0.529 -0.358
C -3.327 -1.675 0.297
C -4.700 -1.494 0.165
C -5.586 -2.423 0.697
C -5.103 -3.537 1.365
C -3.732 -3.720 1.508
C -2.849 -2.792 0.982
C -1.759 -1.264 -2.014
C -2.816 -1.663 -2.834
C -2.577 -2.223 -4.079
C -1.270 -2.404 -4.519
C -0.213 -2.031 -3.704
C -0.461 -1.467 -2.458
C -3.004 0.997 -0.758
C -3.099 1.538 -2.036
C -3.679 2.786 -2.239
C -4.177 3.502 -1.162
C -4.088 2.971 0.120
C -3.498 1.735 0.320
H -5.085 -0.623 -0.351
H -6.653 -2.272 0.594
H -5.792 -4.261 1.782
H -3.353 -4.585 2.036
H -1.778 -2.907 1.113
H -3.839 -1.538 -2.497
H -3.408 -2.526 -4.703
H -1.081 -2.849 -5.487
H 0.807 -2.194 -4.030
H 0.364 -1.206 -1.802
H -2.712 0.990 -2.887
H -3.741 3.196 -3.239
H -4.632 4.472 -1.318
H -4.473 3.528 0.965
H -3.401 1.338 1.324
```

Frontier orbital gap in eV: 6.2
Relative energy (zero: lowest compared OMol25 entry of this formula, charge and spin) in kcal/mol: 19.67
DFT total energy in eV: -164845.1621

---

(3)
A molecular structure, C33H34B2F4GeN5O4Pd. Source: OMol25; level of theory: wB97M-V/def2-TZVPD.

XYZ file:
```
84
Properties=species:S:1:pos:R:3
Pd -0.161 -1.011 0.123
C -3.595 -2.375 2.298
C -2.252 -1.879 1.884
N -2.031 -1.426 0.552
O -2.907 -1.636 -0.377
B -2.746 -0.786 -1.702
F -3.773 -1.159 -2.483
F -2.695 0.522 -1.329
O -1.474 -1.182 -2.455
N -0.302 -0.983 -1.852
C 0.810 -1.168 -2.474
C 0.893 -1.428 -3.935
C 2.015 -1.183 -1.587
N 1.760 -0.980 -0.344
O 2.678 -1.219 0.591
B 2.362 -0.630 1.966
F 1.970 0.659 1.808
F 3.416 -0.866 2.761
O 1.157 -1.399 2.642
N 0.007 -1.316 2.051
C -1.165 -1.821 2.683
C -1.128 -2.260 4.107
C 3.387 -1.513 -2.055
H -4.322 -2.220 1.504
H -3.934 -1.853 3.193
H -3.555 -3.441 2.525
H -0.089 -1.338 -4.388
H 1.280 -2.433 -4.117
H 1.575 -0.715 -4.401
H -0.142 -2.100 4.535
H -1.376 -3.320 4.182
H -1.859 -1.704 4.696
H 3.418 -1.676 -3.128
H 3.740 -2.408 -1.538
H 4.068 -0.704 -1.788
C -0.522 0.942 0.336
Ge 0.148 2.771 0.079
C 0.665 2.947 -1.782
C 1.930 3.317 -2.238
C 2.171 3.466 -3.598
C 1.157 3.236 -4.515
C -0.102 2.851 -4.074
C -0.347 2.706 -2.716
C 1.311 3.441 1.479
C 2.617 3.894 1.299
C 3.415 4.197 2.396
C 2.915 4.056 3.680
C 1.608 3.630 3.871
C 0.812 3.331 2.778
C -1.541 3.714 0.357
C -2.753 3.072 0.612
C -3.926 3.805 0.737
C -3.897 5.185 0.610
C -2.695 5.833 0.360
C -1.523 5.102 0.239
H 2.741 3.484 -1.545
H 3.155 3.762 -3.940
H 1.348 3.352 -5.574
H -0.897 2.666 -4.786
H -1.336 2.411 -2.382
H 3.025 4.032 0.310
H 4.431 4.539 2.244
H 3.539 4.288 4.533
H 1.212 3.527 4.873
H -0.212 3.007 2.935
H -2.787 1.993 0.701
H -4.864 3.298 0.925
H -4.810 5.758 0.711
H -2.670 6.911 0.261
H -0.588 5.623 0.060
C 0.237 -7.661 -0.349
C 0.181 -6.166 -0.259
C 0.947 -5.454 0.657
C 0.869 -4.075 0.696
N 0.074 -3.372 -0.118
C -0.669 -4.049 -1.004
C -0.642 -5.424 -1.105
H 0.887 -8.084 0.414
H 0.610 -7.966 -1.327
H -0.759 -8.089 -0.236
H 1.609 -5.967 1.343
H 1.473 -3.511 1.396
H -1.312 -3.465 -1.652
H -1.265 -5.915 -1.841
```

Multiplicity: 5
Net charge: +1
Expectation value of S²: 6.02
Frontier orbital gap (alpha / beta) in eV: 7.0 / 5.7
Relative energy (zero: lowest compared OMol25 entry of this formula, charge and spin) in kcal/mol: 32.29
DFT total energy in eV: -122624.9269

---

(4)
A molecular structure, C33H34Cl3GeMoN2O5. Source: OMol25; level of theory: wB97M-V/def2-TZVPD.

XYZ file:
```
79
Properties=species:S:1:pos:R:3
Mo -0.454 -0.541 -1.040
O -1.656 -1.937 2.660
C -0.998 -1.629 1.710
O -1.319 -0.682 0.825
C 0.363 -2.187 1.408
C 1.105 -3.051 2.186
C 2.403 -3.347 1.778
C 2.927 -2.750 0.636
C 2.110 -1.901 -0.083
N 0.863 -1.660 0.297
C 2.476 -1.075 -1.286
O 3.574 -1.051 -1.765
O 1.457 -0.312 -1.648
H 0.671 -3.460 3.088
H 3.011 -4.025 2.362
H 3.941 -2.921 0.302
N -2.655 -0.169 -1.383
C -3.603 -0.878 -0.554
C -4.583 -0.182 0.126
C -5.450 -0.863 0.968
C -5.321 -2.234 1.120
C -4.337 -2.921 0.425
C -3.461 -2.256 -0.428
C -2.412 -2.990 -1.183
C -2.716 -4.259 -1.679
C -1.792 -4.997 -2.399
C -0.533 -4.473 -2.651
C -0.212 -3.215 -2.170
C -1.135 -2.461 -1.438
H -2.807 0.837 -1.328
H -2.769 -0.407 -2.367
H -4.670 0.892 0.002
H -6.217 -0.322 1.505
H -5.981 -2.772 1.787
H -4.228 -3.988 0.569
H -3.708 -4.661 -1.518
H -2.062 -5.974 -2.776
H 0.194 -5.034 -3.223
H 0.771 -2.817 -2.396
Cl 2.634 4.039 -5.977
C 1.646 3.003 -5.009
C 1.737 1.631 -5.168
C 0.954 0.803 -4.385
Cl 0.977 -0.901 -4.666
C 0.095 1.323 -3.414
O -0.675 0.548 -2.641
C -0.015 2.712 -3.334
Cl -1.199 3.384 -2.248
C 0.755 3.560 -4.107
H 2.403 1.205 -5.904
H 0.651 4.632 -4.019
C -0.138 4.614 4.428
C -0.496 3.448 3.518
C 0.434 2.251 3.699
C 0.016 1.044 2.847
Ge -0.104 1.575 0.985
C 1.388 2.549 0.180
C 2.801 1.975 0.145
C 3.199 1.168 1.373
C 4.644 0.689 1.313
H -0.809 5.458 4.273
H 0.882 4.956 4.244
H -0.208 4.318 5.475
H -0.462 3.792 2.472
H -1.528 3.132 3.697
H 0.437 1.948 4.748
H 1.460 2.549 3.465
H -0.970 0.689 3.147
H 0.725 0.221 2.947
H -1.475 2.069 0.515
H 1.348 3.426 0.847
H 1.064 2.893 -0.800
H 3.492 2.816 0.032
H 2.920 1.368 -0.751
H 2.530 0.302 1.467
H 3.049 1.768 2.277
H 4.819 0.081 0.424
H 4.901 0.096 2.192
H 5.328 1.538 1.275
```

Multiplicity: 3
Net charge: +1
Expectation value of S²: 2.02
Frontier orbital gap (alpha / beta) in eV: 6.4 / 5.9
Relative energy (zero: lowest compared OMol25 entry of this formula, charge and spin) in kcal/mol: 36.25
DFT total energy in eV: -143925.8760

---

(5)
A molecular structure, C33H34FMnN2PSi. Source: OMol25; level of theory: wB97M-V/def2-TZVPD.

XYZ file:
```
73
Properties=species:S:1:pos:R:3
Mn 0.081 1.027 -0.005
C 2.635 0.156 2.819
C 2.959 1.238 1.832
C 4.147 1.939 1.860
C 4.362 2.921 0.888
C 3.419 3.171 -0.081
C 2.231 2.413 -0.078
N 2.028 1.480 0.903
N 1.195 2.481 -0.953
Si 0.937 3.556 -2.275
C -0.785 3.167 -2.899
C 2.178 3.269 -3.645
C 1.019 5.353 -1.766
H 3.315 0.161 3.667
H 2.710 -0.814 2.322
H 1.610 0.269 3.175
H 4.884 1.732 2.622
H 5.284 3.490 0.896
H 3.577 3.926 -0.839
H -0.904 2.092 -3.062
H -0.992 3.672 -3.846
H -1.538 3.478 -2.171
H 2.090 2.265 -4.066
H 3.204 3.392 -3.288
H 2.019 3.990 -4.452
H 0.543 5.498 -0.794
H 0.497 5.981 -2.493
H 2.048 5.714 -1.695
F -5.519 3.062 1.930
C -4.331 2.578 1.492
C -3.200 3.352 1.634
C -1.989 2.836 1.179
C -1.871 1.567 0.590
C -3.064 0.839 0.476
C -4.291 1.326 0.916
H -3.272 4.332 2.089
H -1.105 3.460 1.288
H -3.055 -0.150 0.027
H -5.202 0.750 0.818
C 3.368 -4.513 -0.715
C 2.511 -4.110 -1.728
C 1.424 -3.297 -1.441
C 1.176 -2.878 -0.135
C 2.047 -3.283 0.876
C 3.132 -4.097 0.589
P -0.177 -1.685 0.205
C -1.427 -2.104 -1.064
C -1.439 -1.324 -2.222
C -2.347 -1.576 -3.238
C -3.264 -2.608 -3.098
C -3.269 -3.379 -1.944
C -2.355 -3.130 -0.930
C -0.881 -2.297 1.769
C -1.446 -1.380 2.651
C -2.024 -1.816 3.837
C -2.038 -3.167 4.146
C -1.477 -4.089 3.269
C -0.899 -3.658 2.087
H 4.213 -5.151 -0.938
H 2.688 -4.431 -2.746
H 0.757 -2.994 -2.239
H 1.866 -2.974 1.899
H 3.794 -4.410 1.386
H -0.732 -0.506 -2.321
H -2.350 -0.961 -4.128
H -3.982 -2.805 -3.884
H -3.994 -4.175 -1.831
H -2.384 -3.724 -0.025
H -1.455 -0.327 2.393
H -2.461 -1.095 4.515
H -2.488 -3.506 5.071
H -1.490 -5.144 3.509
H -0.450 -4.374 1.409
```

Multiplicity: 6
Expectation value of S²: 8.76
Frontier orbital gap (alpha / beta) in eV: 7.8 / 8.1
Relative energy (zero: lowest compared OMol25 entry of this formula, charge and spin) in kcal/mol: 0.00
DFT total energy in eV: -88959.7494

---

(6)
2 unconnected molecules or ions with the total composition C33H34N4O8. Source: OMol25; level of theory: wB97M-V/def2-TZVPD.

XYZ file:
```
79
Properties=species:S:1:pos:R:3
C -2.436 -5.254 -3.175
N -1.757 -4.348 -2.267
C -0.583 -4.729 -1.659
O -0.017 -5.791 -1.801
C -0.124 -3.562 -0.802
C 1.268 -3.084 -1.220
C 2.328 -4.138 -1.088
C 3.007 -4.616 -2.200
C 3.967 -5.600 -2.072
C 4.256 -6.128 -0.832
C 3.588 -5.663 0.280
C 2.631 -4.677 0.152
N -1.163 -2.494 -0.943
C -1.152 -1.311 -0.274
C -2.120 -0.339 -0.427
C -2.171 0.871 0.220
C -3.222 1.811 -0.001
C -4.274 1.540 -0.893
C -5.290 2.443 -1.099
N -6.363 2.113 -2.027
O -7.274 2.940 -2.206
O -6.331 1.012 -2.607
C -5.287 3.651 -0.421
C -4.264 3.944 0.459
C -3.242 3.045 0.671
C -2.228 -2.979 -1.896
C -2.279 -2.109 -3.150
C -3.579 -3.102 -1.195
H -1.854 -6.170 -3.263
H -3.424 -5.499 -2.793
H -2.534 -4.802 -4.160
H -0.120 -3.882 0.247
H 1.206 -2.756 -2.261
H 1.559 -2.201 -0.641
H 2.771 -4.220 -3.174
H 4.488 -5.959 -2.944
H 5.000 -6.904 -0.734
H 3.811 -6.074 1.251
H 2.105 -4.324 1.023
H -0.345 -1.128 0.409
H -2.909 -0.547 -1.117
H -1.399 1.119 0.926
H -4.325 0.618 -1.442
H -6.096 4.340 -0.596
H -4.271 4.886 0.980
H -2.444 3.279 1.354
H -1.320 -2.139 -3.663
H -3.037 -2.479 -3.837
H -2.500 -1.067 -2.930
H -3.504 -3.811 -0.372
H -3.928 -2.158 -0.783
H -4.333 -3.471 -1.888
C -1.366 1.820 4.568
C -0.134 2.485 3.997
O 0.003 2.255 2.614
C 1.128 2.898 2.162
C 1.471 2.692 0.793
C 2.605 3.210 0.131
O 2.737 3.020 -1.078
C 3.662 3.996 0.832
C 4.318 3.500 1.953
C 5.272 4.254 2.594
C 5.593 5.514 2.126
N 6.543 6.346 2.861
O 6.834 7.457 2.404
O 7.020 5.904 3.913
C 4.985 5.992 0.980
C 4.035 5.238 0.332
O 1.810 3.606 2.893
H -1.464 2.001 5.641
H -2.262 2.192 4.070
H -1.325 0.742 4.401
H -0.154 3.575 4.149
H 0.784 2.113 4.478
H 0.802 2.103 0.195
H 4.030 2.539 2.345
H 5.763 3.888 3.481
H 5.252 6.972 0.619
H 3.568 5.594 -0.573
```

Frontier orbital gap in eV: 3.2
Relative energy (zero: lowest compared OMol25 entry of this formula, charge and spin) in kcal/mol: 0.00
DFT total energy in eV: -57105.3906